No. 1
55
Properties=species:S:1:pos:R:3:forces:R:3 method="wB97M-V/def2-TZVPD" lumo_ev=0.00 multiplicity=1 orbital_gap_ev=8.13 e_homo_ev=-8.130 de_lowest_ev=0.7555
C 10.551 1.744 -0.193 0.12 -0.22 -0.02
C 9.401 0.758 -0.169 0.23 0.44 0.02
O 9.546 -0.437 -0.251 0.03 -0.29 -0.03
N 8.189 1.385 -0.043 -0.09 0.44 0.03
C 6.914 0.829 0.012 -0.36 -0.35 -0.01
C 6.676 -0.539 -0.093 0.34 0.00 -0.03
C 5.387 -1.028 -0.023 -0.42 0.26 0.06
C 4.298 -0.174 0.149 0.60 0.26 0.03
C 2.921 -0.649 0.227 -0.84 -0.24 -0.07
N 1.988 0.196 -0.007 0.84 0.24 -0.13
N 0.690 -0.191 0.017 -0.69 0.09 0.39
C 0.188 -1.403 -0.389 -0.06 -0.02 -0.27
N -1.010 -1.620 -0.753 0.46 -0.90 0.03
C -2.077 -0.767 -0.648 -0.38 0.46 0.03
C -2.397 -0.103 0.546 0.04 -0.10 -0.13
C -3.543 0.663 0.628 0.00 0.15 0.04
C -4.370 0.780 -0.473 -0.55 0.49 0.06
S -5.865 1.756 -0.347 -0.28 -0.02 0.11
O -5.681 2.717 0.701 0.16 -0.26 0.16
O -6.222 2.205 -1.660 0.10 -0.32 -0.12
N -7.088 0.747 0.153 0.64 0.79 -0.33
C -7.087 0.286 1.521 0.22 -0.34 0.51
C -6.483 -1.118 1.630 0.02 0.23 0.15
O -7.127 -2.014 0.750 -0.19 -0.10 0.06
C -7.010 -1.592 -0.592 -0.07 0.15 -0.21
C -7.631 -0.204 -0.787 0.00 -0.52 -0.38
C -4.069 0.137 -1.662 0.00 0.05 -0.11
C -2.935 -0.643 -1.749 0.04 0.12 0.13
S 1.327 -2.730 -0.542 0.30 0.14 0.21
C 2.595 -2.064 0.604 -0.56 -0.07 -0.33
C 4.545 1.200 0.237 0.07 -0.17 0.03
C 5.827 1.692 0.173 0.08 -0.07 -0.03
H 10.440 2.433 -1.027 0.00 0.09 -0.04
H 11.484 1.199 -0.301 -0.02 -0.01 0.00
H 10.576 2.314 0.734 0.01 0.08 0.05
H 8.208 2.394 0.024 0.10 -0.21 -0.02
H 7.505 -1.213 -0.231 0.01 0.00 0.00
H 5.243 -2.092 -0.133 -0.01 -0.10 0.02
H 0.061 0.595 -0.116 0.18 -0.23 0.01
H -1.755 -0.217 1.407 0.05 -0.01 0.07
H -3.800 1.193 1.532 0.03 0.04 0.15
H -6.525 1.013 2.107 -0.11 -0.10 0.20
H -8.124 0.262 1.874 0.09 0.04 0.00
H -6.629 -1.524 2.632 0.08 0.09 -0.02
H -5.406 -1.086 1.402 -0.13 -0.04 0.07
H -7.538 -2.338 -1.188 0.07 0.08 -0.06
H -5.948 -1.576 -0.883 -0.15 -0.05 0.01
H -7.441 0.184 -1.787 -0.17 -0.16 -0.08
H -8.713 -0.266 -0.622 0.08 0.03 -0.05
H -4.726 0.270 -2.506 -0.03 -0.02 -0.16
H -2.680 -1.156 -2.662 0.01 -0.08 -0.08
H 3.441 -2.741 0.555 0.01 0.04 0.05
H 2.170 -2.090 1.610 0.14 0.02 0.00
H 3.708 1.868 0.363 -0.04 0.09 0.01
H 5.999 2.757 0.250 0.01 0.12 0.02

No. 2
71
Properties=species:S:1:pos:R:3:forces:R:3 method="wB97M-V/def2-TZVPD" lumo_ev="-8.31 / -8.86" multiplicity=2 total_charge=+2 orbital_gap_ev="5.56 / 5.01" s2=0.888 e_homo_ev="-13.871 / -13.870" de_lowest_ev=0.0000
V -0.349 0.881 -0.060 -1.08 -0.16 -0.47
Br -0.866 -0.769 1.832 0.13 0.02 -0.09
B -2.184 0.395 2.790 -0.03 -0.01 0.05
B -2.777 0.046 4.396 -0.05 0.06 -0.04
C -3.158 1.595 4.987 -0.01 -0.02 -0.10
B -1.714 1.462 4.111 -0.07 0.00 0.01
B -2.761 2.918 3.995 -0.03 -0.06 -0.02
B -4.452 2.393 4.202 0.03 -0.03 -0.04
B -4.462 0.627 4.447 0.04 0.00 -0.04
B -3.855 -0.161 2.979 -0.01 -0.04 0.01
Br -4.390 -1.918 2.356 0.03 0.11 0.02
B -4.903 1.306 2.856 -0.07 0.00 -0.02
Br -6.686 1.215 2.112 0.15 0.00 0.04
B -3.839 2.735 2.577 0.00 0.02 -0.02
Br -4.345 4.257 1.487 0.01 -0.07 0.04
B -2.180 2.123 2.551 -0.03 0.02 0.02
Br -0.900 2.957 1.244 0.27 0.10 0.26
B -3.461 1.151 1.835 -0.05 0.03 0.09
Br -3.406 0.893 -0.116 0.28 0.12 0.10
H -2.411 -0.828 5.097 0.00 0.03 -0.02
H -3.071 1.743 6.053 0.00 0.00 0.00
H -0.642 1.526 4.599 -0.03 -0.01 -0.02
H -2.376 3.944 4.425 -0.01 -0.03 -0.01
H -5.198 3.075 4.805 0.02 -0.02 -0.01
H -5.212 0.139 5.212 0.02 0.03 -0.01
Cl -2.642 -1.961 -3.108 -0.11 -0.26 0.00
C -2.068 -0.415 -3.449 0.50 0.34 0.62
C -2.365 0.227 -4.657 0.01 0.31 -0.27
C -1.900 1.496 -4.933 0.03 -0.25 0.28
Cl -2.280 2.222 -6.416 -0.06 0.12 -0.23
C -1.102 2.217 -3.985 -0.10 -0.05 -0.13
C -0.573 3.504 -4.141 0.08 0.06 0.08
C 0.181 4.052 -3.119 -0.02 0.04 -0.10
C 0.379 3.343 -1.939 -0.12 -0.14 0.09
N -0.129 2.121 -1.757 -0.06 0.16 0.00
C -0.833 1.568 -2.777 -0.12 -0.54 0.20
C -1.274 0.250 -2.506 -0.52 0.28 -1.37
O -0.888 -0.249 -1.356 1.06 0.01 1.24
H -2.973 -0.287 -5.389 0.00 -0.01 0.01
H -0.749 4.059 -5.053 -0.01 0.00 0.01
H 0.606 5.041 -3.215 0.00 0.00 0.00
H 0.944 3.766 -1.118 0.01 0.00 0.00
C 5.468 0.664 -2.594 -0.02 -0.02 -0.01
C 4.418 -0.036 -3.449 0.01 0.01 -0.01
C 3.464 -0.906 -2.644 0.01 -0.02 -0.05
N 2.676 -0.048 -1.740 0.02 0.14 0.21
C 2.407 -0.231 -0.475 0.17 -0.32 -0.40
S 1.868 1.131 0.502 -0.23 0.01 -0.03
N 2.565 -1.422 0.126 -0.05 0.15 0.16
C 2.197 -2.691 -0.481 -0.07 -0.15 -0.10
O 1.577 -2.672 -1.509 0.05 0.05 0.03
C 2.586 -3.874 0.295 0.01 0.02 0.01
C 1.955 -5.079 -0.017 -0.04 0.01 -0.03
C 2.287 -6.227 0.677 0.03 -0.01 0.03
C 3.255 -6.178 1.674 -0.02 0.02 -0.02
C 3.896 -4.983 1.978 0.01 -0.02 0.02
C 3.563 -3.829 1.292 0.00 0.04 -0.02
H 6.118 1.282 -3.212 0.01 0.00 0.00
H 6.096 -0.064 -2.078 0.00 0.00 0.01
H 5.020 1.316 -1.840 0.01 0.01 -0.01
H 4.901 -0.687 -4.178 -0.01 0.00 0.00
H 3.842 0.688 -4.035 -0.01 0.00 0.02
H 4.014 -1.619 -2.030 0.00 0.00 0.02
H 2.778 -1.466 -3.278 -0.02 -0.02 0.03
H 2.473 0.881 -2.088 0.04 -0.03 0.00
H 2.564 -1.402 1.139 0.02 -0.02 -0.03
H 1.207 -5.097 -0.799 0.00 -0.01 0.00
H 1.797 -7.162 0.442 0.00 0.00 0.00
H 3.516 -7.078 2.214 0.00 0.00 0.00
H 4.659 -4.956 2.742 0.00 0.00 0.00
H 4.097 -2.912 1.512 0.00 -0.01 0.01

No. 3
83
Properties=species:S:1:pos:R:3:forces:R:3 method="wB97M-V/def2-TZVPD" lumo_ev=0.04 multiplicity=1 orbital_gap_ev=8.16 e_homo_ev=-8.120 de_lowest_ev=13.0921
C -2.047 6.030 -4.305 -3.26 -10.21 -4.06
C -2.190 4.797 -4.996 0.74 8.59 4.83
Si -2.461 3.072 -5.895 2.47 1.29 0.35
C -1.082 1.903 -5.165 0.79 -0.10 -1.47
O -0.919 2.294 -3.760 -0.78 -3.69 1.27
C -1.183 1.199 -2.822 0.33 -2.62 3.71
C -0.163 1.104 -1.500 -2.76 -2.86 0.52
C -0.383 -0.070 -0.332 -2.86 -0.19 -3.38
C -1.587 -1.188 -0.490 -0.03 2.65 -3.03
C -2.608 -1.116 -1.780 3.47 3.21 0.39
C -2.383 0.090 -2.890 1.79 -0.02 1.73
B -4.256 2.393 -5.695 -5.46 -1.15 0.83
O -5.123 2.844 -4.555 3.66 -1.30 -1.29
O -4.909 1.438 -6.642 1.17 1.03 3.22
C -5.625 0.394 -5.879 -0.74 -1.26 0.53
H -2.241 7.052 -3.728 -0.38 -4.01 -0.96
H -2.178 3.176 -7.345 0.03 0.20 0.05
H -1.276 0.766 -5.354 0.33 2.05 0.68
H -0.098 2.170 -5.787 -1.83 -0.57 1.65
H 0.719 1.850 -1.298 -2.19 -1.67 -0.72
H 0.299 -0.157 0.636 -1.60 0.39 -2.63
H -1.750 -2.054 0.297 0.49 2.12 -1.78
H -3.504 -1.869 -1.975 2.23 1.80 0.61
H -3.123 0.137 -3.820 1.76 -0.14 2.23
H -4.470 3.064 -3.821 -1.39 0.07 -1.16
H -4.937 -0.010 -5.018 -1.40 0.76 -1.55
H -5.867 -0.533 -6.571 0.64 2.15 1.14
H -6.641 0.755 -5.404 2.16 -0.47 -1.02
C 3.170 0.094 2.162 -0.01 0.00 0.03
Cl 3.212 -0.873 0.678 -0.69 0.28 0.06
Cl 4.013 1.634 1.926 0.08 -0.39 0.76
Cl 1.497 0.373 2.676 0.23 0.02 0.22
H 3.684 -0.463 2.950 -0.30 0.28 -0.35
C 6.995 -3.044 0.891 0.18 0.04 -0.02
Cl 6.392 -3.887 -0.546 0.10 0.13 0.17
Cl 6.050 -1.575 1.193 0.84 -0.46 -0.45
Cl 6.952 -4.113 2.303 0.05 0.11 -0.15
H 8.033 -2.754 0.710 -0.36 -0.12 0.06
C -2.908 -3.298 3.242 0.21 0.33 -0.35
Cl -2.910 -4.144 1.685 0.20 0.17 0.17
Cl -1.325 -2.564 3.549 -0.04 -0.02 -0.04
Cl -4.183 -2.069 3.284 0.13 -0.23 -0.11
H -3.108 -4.029 4.031 0.41 0.81 -0.75
C 3.267 3.635 -1.780 -0.17 0.07 0.03
Cl 3.410 2.061 -0.981 -0.06 0.41 -0.71
Cl 4.518 3.818 -3.022 -0.03 0.01 0.09
Cl 1.655 3.829 -2.489 0.34 0.21 -0.01
H 3.410 4.417 -1.030 -0.02 -0.26 -0.27
C -5.704 -6.336 3.313 -0.22 0.11 -0.17
Cl -5.392 -8.024 2.872 0.07 0.16 0.14
Cl -4.328 -5.660 4.200 -0.94 -1.17 0.31
Cl -6.049 -5.369 1.869 -0.15 -0.23 0.29
H -6.582 -6.307 3.964 0.33 -0.01 -0.19
C -7.662 -10.252 1.089 0.04 0.02 -0.01
Cl -9.001 -10.640 2.182 0.18 0.08 -0.08
Cl -6.856 -11.732 0.542 -0.05 0.18 0.09
Cl -8.243 -9.311 -0.296 0.11 -0.07 0.20
H -6.935 -9.646 1.636 -0.34 -0.23 -0.24
C -0.585 9.669 -3.785 0.49 0.54 -0.37
Cl -1.067 8.129 -4.516 2.00 3.34 -0.41
Cl -1.568 10.996 -4.425 0.14 -0.11 0.07
Cl -0.721 9.589 -2.020 0.03 -0.07 -0.23
H 0.460 9.860 -4.041 -0.33 0.02 0.15
C 5.538 -0.475 5.677 -0.09 -0.11 0.20
Cl 5.536 -1.321 4.120 0.23 0.09 0.73
Cl 7.121 0.259 5.984 -0.18 -0.08 -0.04
Cl 4.263 0.754 5.719 0.12 -0.18 -0.01
H 5.338 -1.205 6.465 0.08 0.27 -0.26
C -4.426 -3.451 7.458 -0.08 -0.04 0.08
Cl -4.283 -5.025 8.258 0.00 0.21 -0.07
Cl -3.175 -3.268 6.216 0.00 0.16 0.92
Cl -6.038 -3.257 6.749 0.20 0.02 0.09
H -4.283 -2.669 8.208 -0.03 -0.27 -0.29
C 6.373 7.298 -3.681 0.01 -0.06 -0.03
Cl 4.781 7.853 -3.136 0.15 -0.11 -0.06
Cl 6.949 8.291 -5.031 -0.08 -0.16 0.14
Cl 7.535 7.331 -2.344 -0.15 -0.06 -0.16
H 6.277 6.266 -4.029 0.01 0.36 0.14
C 10.513 -1.694 7.081 -0.02 0.03 0.01
Cl 9.511 -2.737 6.059 0.08 0.14 0.11
Cl 11.036 -2.563 8.534 -0.09 0.14 -0.15
Cl 11.915 -1.097 6.176 -0.20 -0.03 0.11
H 9.912 -0.835 7.391 0.20 -0.30 -0.11

No. 4
59
Properties=species:S:1:pos:R:3:forces:R:3 method="wB97M-V/def2-TZVPD" lumo_ev="-8.30 / -8.30" multiplicity=1 total_charge=+2 orbital_gap_ev="6.38 / 6.38" e_homo_ev="-14.683 / -14.683" de_lowest_ev=0.5464
W 0.014 -0.379 -0.597 1.07 0.13 2.98
N -2.144 1.796 -0.582 0.69 0.64 -0.43
P -0.457 2.214 -0.508 -1.40 0.87 0.49
C -0.363 3.125 1.061 1.15 -0.98 -0.22
C -0.785 4.449 1.224 0.67 0.04 0.24
C -0.506 5.049 2.456 -1.00 1.43 -0.76
C -0.087 4.328 3.547 0.30 -0.73 -0.65
C 0.260 2.991 3.372 0.79 -0.22 1.02
C 0.263 2.435 2.101 0.30 -0.89 0.46
C -0.120 3.442 -1.751 -0.57 0.18 -1.20
C 1.190 3.912 -1.921 -0.36 -0.77 -0.32
C 1.521 4.645 -3.046 0.84 0.50 0.86
C 0.613 4.950 -4.016 -1.20 0.14 0.05
C -0.718 4.563 -3.821 -1.00 0.01 -0.73
C -1.109 3.860 -2.685 0.53 -0.44 0.01
C -2.455 0.817 0.329 1.56 -1.21 0.42
C -3.710 0.337 0.567 -1.57 0.64 0.23
C -3.917 -0.719 1.463 0.95 1.08 -1.20
C -2.821 -1.336 2.061 1.28 -0.24 -0.22
C -1.534 -0.818 1.860 -1.44 0.97 -0.57
N -1.343 0.204 0.917 -1.85 -0.60 0.86
H -2.797 2.548 -0.785 -0.25 -0.45 0.23
H -1.202 5.039 0.413 0.09 -0.15 0.06
H -0.651 6.143 2.560 -0.13 -0.86 -0.09
H 0.058 4.838 4.471 0.02 0.06 0.63
H 0.635 2.421 4.243 -0.18 0.40 -0.80
H 0.788 1.449 1.938 -0.94 1.11 0.24
H 2.005 3.647 -1.271 0.01 -0.09 0.53
H 2.516 5.062 -3.079 0.20 -0.14 -0.26
H 0.908 5.567 -4.846 -0.05 -0.09 -0.32
H -1.502 4.761 -4.597 0.89 0.08 0.86
H -2.171 3.619 -2.556 0.51 -0.08 -0.14
H -4.529 0.854 0.020 0.43 -0.66 0.72
H -4.929 -0.986 1.628 -0.65 -0.70 0.24
H -2.892 -2.319 2.523 -0.23 0.57 0.65
H -0.671 -1.076 2.491 -0.39 -0.24 -0.91
S 1.775 0.398 -1.865 1.49 -1.66 0.57
C 1.823 -1.202 -1.205 -0.41 1.00 -0.95
S 2.657 -2.584 -1.067 -1.14 -2.41 -1.99
S -1.179 -1.740 -1.647 0.00 0.46 -0.18
C 3.412 -5.373 -2.793 -0.10 0.19 -0.23
Si 1.896 -5.590 -1.682 1.16 -0.21 0.55
C 0.287 -6.408 -2.132 0.13 -0.75 0.38
C 2.357 -6.450 -0.073 0.99 -0.25 0.70
O 1.499 -3.847 -1.561 1.23 2.28 2.12
H 3.630 -6.154 -3.520 -0.38 -0.01 -0.20
H 4.350 -5.329 -2.233 -0.18 0.04 0.47
H 3.335 -4.394 -3.303 -0.04 -0.60 -0.10
H -0.447 -6.363 -1.314 0.49 0.06 0.11
H 0.479 -7.508 -2.298 -0.10 1.13 -0.04
H -0.227 -5.977 -2.956 -0.26 0.14 -1.05
H 2.700 -7.527 -0.156 -0.77 1.07 -0.39
H 1.523 -6.405 0.628 -0.18 -0.24 -0.07
H 3.204 -6.031 0.502 -0.21 0.27 -0.45
F 0.961 -0.837 1.154 -0.79 0.22 -2.24
B -0.298 -0.543 5.630 -1.02 0.72 -0.36
F -0.375 -1.844 5.592 0.21 -0.40 0.36
F -0.759 0.198 6.614 0.43 -0.40 0.02
F 0.039 0.076 4.499 0.37 0.01 0.01